ORCA calculation (ωB97M-V with the def2-TZVPD basis set) on one molecule with the formula C23H29N3OS.

Calculated values
- Molecular weight: 395.57 g/mol
- HOMO energy: -7.751 eV
- Spin multiplicity: 1
- Calculated total energy: -1531.5393 Ha
- Net charge: 0
- Structure (SMILES): O=C(CSc1ccccc1)N1CCC[C@@H](N2CCN(c3ccccc3)CC2)C1
- Energy above the lowest of the compared OMol25 structures with the same formula, charge and spin: 0.0 kcal/mol
- Kohn-Sham gap: 8.40 eV

Last column: Löwdin charge in e.
Geometry (Å):
O  -2.7194  -0.4303  -2.4846  0.038
C  -3.1948  -1.1360  -1.6099  -0.513
C  -4.7000  -1.1512  -1.3950  -0.346
S  -5.2422  -0.5317  0.2346  0.969
C  -5.0284  1.2267  0.1622  -0.517
C  -4.3438  1.8862  -0.8465  -0.082
C  -4.2388  3.2669  -0.8002  -0.079
C  -4.8001  3.9868  0.2392  -0.096
C  -5.4757  3.3195  1.2491  -0.091
C  -5.5925  1.9445  1.2129  -0.128
N  -2.4360  -1.9434  -0.8461  -0.050
C  -2.8584  -2.7342  0.2852  -0.171
C  -2.3187  -2.1091  1.5715  -0.168
C  -0.7985  -1.9670  1.5087  -0.156
C  -0.3976  -1.1543  0.2751  -0.291
N  1.0436  -1.0361  0.0627  -0.127
C  1.3624  0.1254  -0.7511  -0.163
C  2.8228  0.0842  -1.1973  -0.159
N  3.6682  0.0688  -0.0268  -0.108
C  4.9818  0.5161  -0.1012  -0.229
C  5.6074  0.8142  -1.3146  -0.033
C  6.8928  1.3225  -1.3435  -0.095
C  7.5944  1.5408  -0.1719  -0.110
C  6.9863  1.2492  1.0383  -0.095
C  5.7010  0.7502  1.0765  -0.033
C  3.3466  -1.0649  0.8106  -0.145
C  1.8831  -1.0058  1.2462  -0.174
C  -0.9965  -1.8560  -0.9591  -0.085
H  -5.0978  -2.1644  -1.4564  0.083
H  -5.1661  -0.5358  -2.1646  0.092
H  -3.8843  1.3517  -1.6615  0.084
H  -3.7067  3.7774  -1.5892  0.106
H  -4.7113  5.0625  0.2647  0.099
H  -5.9166  3.8714  2.0660  0.103
H  -6.1201  1.4127  1.9907  0.097
H  -3.9428  -2.8082  0.3311  0.084
H  -2.4450  -3.7428  0.1641  0.132
H  -2.6002  -2.7305  2.4223  0.116
H  -2.7757  -1.1265  1.7041  0.096
H  -0.4547  -1.4755  2.4194  0.112
H  -0.3413  -2.9573  1.4523  0.123
H  -0.8605  -0.1534  0.3642  0.161
H  0.7236  0.1396  -1.6342  0.119
H  1.1914  1.0594  -0.1857  0.134
H  3.0292  0.9807  -1.7832  0.121
H  2.9799  -0.8069  -1.8260  0.133
H  5.0986  0.6351  -2.2489  0.097
H  7.3529  1.5399  -2.2969  0.101
H  8.5993  1.9339  -0.1992  0.096
H  7.5163  1.4219  1.9642  0.101
H  5.2394  0.5581  2.0335  0.103
H  3.9894  -1.0801  1.6892  0.111
H  3.4989  -2.0031  0.2511  0.133
H  1.6803  -1.8788  1.8656  0.112
H  1.7199  -0.0921  1.8450  0.134
H  -0.7695  -1.3084  -1.8729  0.112
H  -0.5754  -2.8626  -1.0337  0.139

***

ORCA calculation (ωB97M-V with the def2-TZVPD basis set) on one molecule with the formula C5H10O.

Calculated values
- Molecular weight: 86.13 g/mol
- HOMO energy: -9.505 eV
- Spin multiplicity: 1
- Calculated total energy: -271.7356 Ha
- Net charge: 0
- Structure (SMILES): C[C@H]1CCOC1
- Energy above the lowest of the compared OMol25 structures with the same formula, charge and spin: 10.7 kcal/mol
- Kohn-Sham gap: 10.64 eV

Last column: Löwdin charge in e.
Geometry (Å):
C  1.8932  0.0930  0.0116  -0.080
C  0.4225  0.4728  0.1584  -0.353
C  -0.4235  0.0854  -1.0628  -0.141
C  -1.8003  -0.1877  -0.4675  -0.208
O  -1.5681  -0.6876  0.8381  -0.133
C  -0.2898  -0.2760  1.3025  -0.174
H  2.3487  0.5978  -0.8476  0.078
H  2.4790  0.3525  0.9006  0.078
H  1.9878  -0.9886  -0.1473  0.082
H  0.3439  1.5546  0.3301  0.138
H  -0.4422  0.8581  -1.8380  0.118
H  -0.0215  -0.8334  -1.5062  0.117
H  -2.3537  -0.9462  -1.0314  0.119
H  -2.4187  0.7228  -0.4279  0.119
H  -0.4046  0.3555  2.1939  0.121
H  0.2712  -1.1739  1.5978  0.121